No. 1
Here is 3 unconnected molecules or ions with the total composition CH9NO3 from the OMol25 dataset. Energies are from wB97M-V/def2-TZVPD.

E_HOMO (alpha / beta): 0.73 / -6.18 eV
total energy: -8814.65188 eV
orbital gap (alpha / beta): 0.123 / 0.372 Ha
multiplicity: 2
⟨S²⟩: 0.75
net charge: -1
ΔE to the lowest compared entry with this formula, charge and spin: 0.0 kcal per mole

```
14
CH9NO3 (wB97M-V/def2-TZVPD)
H 1.56 -1.48 2.04
H 0.27 0.25 -1.02
H -2.10 -1.23 -1.08
O 1.98 1.26 -0.27
H -2.25 1.11 -0.33
H 2.40 0.48 0.12
H 1.22 1.36 0.32
H -0.81 -1.40 0.09
O -0.40 -0.22 -1.55
H -2.36 0.13 0.99
O 1.06 -0.76 1.62
C -1.29 -0.69 -0.59
N -1.75 0.43 0.24
H 0.37 -0.45 2.23
```

Here are the Mulliken charges for atoms 1 to 6, given in e:
1 H 0.178
2 H 0.219
3 H 0.222
4 O -1.150
5 H 0.189
6 H 0.400

***

No. 2
Here is 2 unconnected molecules or ions with the total composition C4H3Cl2N2O2 in a non-equilibrium geometry from the OMol25 dataset. Energies are from wB97M-V/def2-TZVPD.

E_HOMO (alpha / beta): -3.40 / -3.41 eV
total energy: -36315.90710 eV
orbital gap (alpha / beta): 0.254 / 0.254 Ha
net charge: -1
ΔE to the lowest compared entry with this formula, charge and spin: 29.4 kcal per mole

```
13
C4H3Cl2N2O2 (wB97M-V/def2-TZVPD)
O 0.08 2.26 -0.52
C 1.64 -0.64 0.21
N 0.63 -0.75 1.12
Cl -3.54 0.38 0.18
C -0.18 0.39 1.15
C -1.99 -0.08 -0.41
C 0.41 1.29 0.10
Cl -1.83 -1.82 -0.77
H -1.78 0.34 -1.31
O 2.46 -1.49 -0.10
H 0.40 -1.56 1.70
H 2.09 1.04 -1.05
N 1.60 0.63 -0.29
```

Here are the Mulliken charges for atoms 1 to 6, given in e:
1 O -0.650
2 C 0.293
3 N 0.128
4 Cl -0.222
5 C -0.740
6 C -0.191

***

No. 3
Here is 19 unconnected molecules or ions with the total composition C40H128N10O19 in a non-equilibrium geometry from the OMol25 dataset. Energies are from wB97M-V/def2-TZVPD.

E_HOMO: -9.13 eV
total energy: -97348.50318 eV
orbital gap: 0.334 Ha
net charge: 0
ΔE to the lowest compared entry with this formula, charge and spin: 99.3 kcal per mole

```
197
C40H128N10O19 (wB97M-V/def2-TZVPD)
C -3.27 43.21 27.92
C -24.44 38.31 31.91
H -17.28 45.33 39.50
H -18.54 50.47 24.96
H -11.63 42.63 29.56
H -28.83 42.26 23.62
H -23.36 38.22 31.76
H -23.24 52.92 33.82
H -25.17 36.14 24.51
H -14.89 36.66 32.73
H -15.19 48.80 39.06
C -24.95 33.31 32.36
N -28.52 44.92 23.28
C -8.18 47.74 33.39
C -25.01 37.16 32.73
H -18.60 33.30 29.70
H -18.28 42.39 29.71
H 0.95 42.62 25.30
C -1.13 43.79 26.65
H -29.20 44.53 25.12
H -12.27 37.50 26.21
H -16.80 33.16 29.45
C -22.22 49.90 34.94
O -16.05 44.22 23.15
C -16.18 35.85 29.78
H -18.75 34.92 27.91
H 0.79 43.79 24.00
H -25.77 34.51 26.53
H -2.87 42.33 28.43
H -17.58 46.10 38.03
C 0.71 43.66 25.08
C -2.63 43.48 26.56
H -26.31 45.75 27.83
H -24.59 39.19 32.54
H -23.43 37.09 34.05
H -2.60 41.49 26.22
N -17.77 35.14 28.02
H -23.37 33.28 26.30
O -16.22 39.54 23.92
H -4.33 42.99 27.85
H -8.60 36.87 28.15
H -20.92 44.69 23.97
H -12.41 44.13 29.35
H -23.97 32.73 24.71
C -22.49 50.98 32.53
O -25.07 34.65 32.93
H -0.88 44.63 27.29
N -16.00 49.59 36.47
H -16.72 47.52 36.86
H -16.63 49.05 31.25
H -25.30 32.60 33.10
O -16.80 49.98 27.23
H -18.23 46.80 39.52
H -17.37 33.73 30.97
C -24.67 35.75 32.11
N -6.53 46.48 34.69
H -16.98 48.88 38.83
H -20.56 49.16 25.62
O -19.60 41.81 35.66
H -15.19 42.86 32.00
H -0.59 42.98 27.13
H -18.92 42.06 35.04
N -26.28 33.93 24.62
H -3.17 44.27 26.03
C -28.14 42.73 24.32
O -12.05 38.36 25.86
O -8.39 37.78 27.91
H -26.27 44.19 28.61
H -19.18 49.13 23.69
H -25.15 44.58 27.37
H -19.76 40.89 35.49
H -17.41 43.17 28.53
C -17.62 33.72 29.90
H -16.12 36.84 29.35
H -27.24 45.93 25.47
H -19.84 49.81 27.15
H -6.43 47.01 35.55
H -16.13 40.49 23.94
C -9.25 43.29 35.08
C -14.63 47.56 36.64
H -6.43 45.49 34.84
C -27.10 44.85 25.40
H -14.81 42.89 28.43
H -16.16 44.11 31.46
O -13.65 42.59 30.11
H -23.88 33.16 32.17
H -8.79 42.58 34.39
H -14.55 47.47 35.56
H -16.73 39.36 23.13
H -9.74 43.92 22.69
C -18.46 49.48 25.40
H -15.25 50.22 36.70
H -26.08 37.34 32.80
H -8.31 47.11 35.41
H -22.90 51.88 32.07
C -26.20 44.69 27.64
C -22.96 50.93 34.00
H -16.70 44.91 23.28
H -22.73 50.08 31.97
H -17.69 36.08 27.66
O -22.75 48.59 34.73
H -26.14 44.76 24.88
C -25.26 34.24 25.60
H -25.49 33.16 31.43
H -7.95 44.94 33.24
C -16.82 51.39 27.02
C -24.49 35.47 25.04
O -23.63 36.03 26.01
C -16.10 42.56 30.23
H -14.49 37.30 31.18
H -17.73 44.04 29.97
H -2.21 42.49 25.04
H -23.86 35.19 24.20
H -21.18 49.94 34.64
C -14.87 43.09 29.50
H -7.69 47.64 32.42
H -24.76 36.30 34.34
O -16.98 48.38 31.83
H -22.61 37.74 26.42
H -23.03 37.59 24.72
C -14.79 36.38 31.68
C -17.42 43.06 29.62
H -24.00 50.62 33.95
H -19.53 36.30 35.02
H -16.71 50.18 36.89
O -10.69 44.01 22.62
O -27.07 44.19 26.65
H -7.89 48.76 33.64
C -28.29 44.27 24.58
H -21.89 48.31 32.79
H -24.78 32.20 26.16
H -17.70 48.75 23.71
H -10.98 43.21 22.19
H -24.28 38.00 25.77
H -9.15 38.08 27.42
O -16.10 35.99 31.22
O -19.51 37.25 34.94
C -8.54 45.35 34.06
O -16.20 47.08 39.34
H -17.23 48.14 26.65
H 1.29 44.31 25.74
H -26.76 33.10 24.93
H -16.17 41.47 30.25
C -19.71 49.12 26.31
H -9.57 45.47 33.72
H -20.96 47.73 34.12
H -23.59 35.85 32.08
H -17.79 51.84 27.26
C -16.07 48.32 38.62
H -23.64 52.41 35.21
O -0.75 43.86 25.26
C -24.25 33.04 25.72
N -18.53 48.61 24.27
C -21.99 47.85 33.78
H -24.98 35.75 31.07
C -17.47 35.19 29.42
H -19.79 43.68 24.08
N -22.91 52.28 34.53
H -10.32 43.50 34.96
H -9.24 47.79 33.12
H -18.81 37.42 34.31
H -16.84 48.73 32.71
H -18.31 35.62 29.95
H -14.50 46.57 37.08
H -29.28 44.51 22.75
H -15.37 35.22 29.40
H -9.21 42.78 36.04
H -12.57 42.83 28.25
H -3.02 44.02 28.61
H -27.79 44.70 22.62
C -17.35 46.33 39.07
H -22.45 50.18 35.97
H -16.65 51.59 25.96
N -24.44 37.22 34.09
N -16.08 43.11 31.57
H -21.42 51.16 32.57
H -28.23 42.29 25.32
C -17.13 49.09 26.13
C -15.95 48.24 37.13
H -25.02 38.34 30.99
H -15.22 44.70 23.07
C -7.95 46.75 34.45
H -13.72 48.14 36.83
H -14.78 44.17 29.60
H -12.67 38.48 25.13
H -22.43 46.86 33.71
H -16.13 51.97 27.63
C -12.60 43.05 29.31
H -25.85 33.72 23.73
H -16.30 48.92 25.43
H -14.04 35.60 31.65
O -20.75 43.76 24.10
O -8.53 44.55 35.22
H -19.65 48.08 26.61
N -2.91 42.32 25.75
H -27.11 42.52 24.05
C -23.38 37.38 25.73
```

Here are the Mulliken charges for atoms 1 to 6, given in e:
1 C -1.441
2 C -1.456
3 H 0.273
4 H 0.446
5 H 0.322
6 H 0.415

***

No. 4
Here is a molecular structure, C15H30BrN5O5PTi from the OMol25 dataset. Energies are from wB97M-V/def2-TZVPD.

E_HOMO (alpha / beta): -15.09 / -17.01 eV
total energy: -136156.61051 eV
orbital gap (alpha / beta): 0.275 / 0.343 Ha
multiplicity: 3
⟨S²⟩: 2.00
net charge: +3
ΔE to the lowest compared entry with this formula, charge and spin: 4.9 kcal per mole

```
58
C15H30BrN5O5PTi (wB97M-V/def2-TZVPD)
C 2.92 4.02 1.26
H 3.38 5.10 -0.49
H 0.37 -2.97 -2.12
H 2.20 4.75 1.60
N 1.95 -3.44 2.12
C -3.79 0.40 3.28
H -4.58 0.41 4.02
H 1.03 -1.35 -5.43
H -0.66 1.52 2.70
H 1.77 -2.67 -4.52
C 2.24 2.06 3.39
O 3.45 1.34 1.15
H 2.18 3.97 -0.69
C -2.57 1.02 3.55
N 2.71 0.65 3.65
H 3.36 -2.08 2.88
C -1.60 0.99 2.57
H 3.76 3.49 -0.58
H 0.86 -3.73 -0.27
C 1.94 -4.88 1.83
C 1.19 -2.56 1.51
Br -3.21 -0.94 -0.56
H 1.25 2.19 3.80
H 1.00 -5.19 1.38
O 1.16 -1.34 1.85
H 0.06 -2.25 -4.28
H 1.94 0.85 -4.54
Ti 0.30 0.14 0.51
H 2.77 -5.15 1.18
N 3.07 4.16 -0.23
H -4.92 -0.68 1.80
H -0.95 -1.80 -2.27
H -0.56 -3.57 0.77
H 2.84 0.63 -3.02
O 1.33 -0.02 -1.36
H 2.31 -2.85 4.11
N -1.75 0.36 1.39
H 3.66 0.55 3.26
H 3.61 -3.77 3.33
C -3.98 -0.21 2.06
H 3.89 4.22 1.71
C 2.42 0.13 -3.89
H 2.04 -5.42 2.77
P 2.38 2.28 1.55
C -2.93 -0.20 1.15
H 2.93 2.73 3.91
H 2.71 0.43 4.64
C 2.86 -3.00 3.18
H 3.22 -0.37 -4.44
C 1.05 -1.85 -4.47
O 1.01 2.18 0.88
N 1.45 -0.88 -3.45
C 1.00 -0.89 -2.22
C 0.31 -3.04 0.36
O -0.15 -1.92 -0.39
H -2.40 1.54 4.48
C 0.02 -1.98 -1.80
H 2.14 -0.05 3.15
```

Here are the Mulliken charges for atoms 1 to 6, given in e:
1 C -0.707
2 H 0.392
3 H 0.554
4 H 0.381
5 N 0.080
6 C -0.307

***

No. 5
Here is a molecular structure, C11H29BF3GaN3O9P2S in a non-equilibrium geometry from the OMol25 dataset. Energies are from wB97M-V/def2-TZVPD.

E_HOMO: -5.33 eV
total energy: -125396.65284 eV
orbital gap: 0.274 Ha
net charge: -1

```
60
C11H29BF3GaN3O9P2S (wB97M-V/def2-TZVPD)
N -5.63 2.91 2.43
O -1.79 2.32 -1.31
H 1.61 4.97 3.39
H 2.75 -2.94 -2.71
C -0.15 -1.60 -3.09
H 2.77 -2.18 -4.31
H -1.88 5.95 0.57
H 4.96 -7.79 -5.50
H -4.78 1.25 4.36
H -0.54 1.81 2.40
O -2.21 5.58 4.40
F -3.53 -0.74 -0.24
H 5.69 -8.79 -4.23
C -2.41 0.01 0.16
O 1.37 -4.56 -4.47
H 2.16 -7.10 -3.18
B -4.27 2.53 2.91
H 2.57 -7.08 -4.92
H -2.63 8.32 4.12
P -3.17 6.36 3.23
H -0.02 -0.66 -3.63
C 2.04 2.80 3.57
H 3.06 -5.74 -3.86
C 4.75 -7.27 -2.40
C 0.56 -3.73 -4.08
H 1.88 1.80 3.06
H -0.98 3.03 3.76
H -5.98 2.28 1.70
S -2.75 1.84 -0.24
H -0.27 5.00 2.03
O -2.67 7.98 3.20
C 1.62 4.06 2.71
C 4.76 -8.36 -4.59
H 2.24 2.72 5.52
H 0.29 3.68 0.89
H 3.18 2.88 3.72
H 2.36 -1.20 -2.88
H -0.52 -3.89 -4.17
H -2.39 4.61 4.39
H -0.03 -1.42 -2.02
O -4.66 6.27 3.63
O 4.30 -6.55 -1.52
C -0.81 2.89 2.65
Ga -2.66 3.18 1.70
F -1.30 -0.49 -0.53
H 5.69 -7.83 -2.26
H -1.15 -1.99 -3.28
H 2.42 4.20 1.91
C 2.91 -6.81 -3.92
F -2.27 -0.09 1.54
O 1.48 2.84 4.92
O -4.00 1.79 4.11
N 4.17 -7.48 -3.61
N 0.87 -2.53 -3.52
H -6.30 3.04 3.20
O -4.17 1.88 -0.78
C 0.19 3.95 2.00
P -3.06 5.45 1.24
H 4.05 -9.17 -4.82
C 2.27 -2.19 -3.34
```

Here are the Mulliken charges for atoms 1 to 6, given in e:
1 N -0.508
2 O -0.673
3 H 0.240
4 H 0.285
5 C -1.033
6 H 0.292

***

No. 6
Here is 2 unconnected molecules or ions with the total composition C6H12O2 in a non-equilibrium geometry from the OMol25 dataset. Energies are from wB97M-V/def2-TZVPD.

E_HOMO: -9.72 eV
total energy: -10509.95342 eV
orbital gap: 0.385 Ha
net charge: 0
ΔE to the lowest compared entry with this formula, charge and spin: 54.3 kcal per mole

```
20
C6H12O2 (wB97M-V/def2-TZVPD)
C -0.51 -1.09 -0.29
H 2.80 -0.14 -0.20
H -2.40 -0.54 0.40
C 0.22 -0.22 0.70
O 3.03 1.38 1.05
C 2.39 0.79 0.22
H 0.56 0.97 -1.00
H 0.71 1.92 0.55
H -2.31 1.96 1.68
H 0.92 -0.69 1.39
H -0.52 0.15 1.41
H -2.43 -1.26 -1.27
O -1.81 2.66 1.27
H 1.29 -1.68 -1.35
H -1.26 2.21 0.64
H -0.15 -1.61 -2.28
C -1.82 -0.90 -0.45
C 0.22 -1.92 -1.31
C 0.91 1.01 0.03
H 0.15 -3.00 -1.20
```

Here are the Mulliken charges for atoms 1 to 6, given in e:
1 C 0.851
2 H 0.290
3 H 0.250
4 C -0.880
5 O -0.473
6 C -0.247

***

No. 7
Here is a molecular structure, C15H39ClI2P3Sc in a non-equilibrium geometry from the OMol25 dataset. Energies are from wB97M-V/def2-TZVPD.

E_HOMO (alpha / beta): -11.66 / -11.58 eV
total energy: -93461.94361 eV
orbital gap (alpha / beta): 0.122 / 0.113 Ha
net charge: +2
ΔE to the lowest compared entry with this formula, charge and spin: 90.1 kcal per mole

```
61
C15H39ClI2P3Sc (wB97M-V/def2-TZVPD)
H 1.91 1.49 2.95
H 3.06 0.98 -1.36
H -2.62 0.01 3.13
H -1.40 -2.71 4.30
H 1.56 -2.97 3.16
C 1.00 0.82 4.80
H 3.60 0.17 4.14
Sc -0.30 -0.50 -5.23
H -3.42 1.24 -1.48
H 2.71 -1.92 -4.98
C 2.87 -0.32 3.48
H 3.29 -0.37 2.47
C 3.11 0.08 -1.93
H 4.11 -0.03 -2.31
Cl -0.20 -0.42 -7.50
C 1.59 0.55 3.42
C 3.10 1.27 -4.19
H 0.15 1.50 4.78
H -1.97 1.25 4.25
C 0.74 -2.83 2.45
H -3.33 2.32 -3.66
H 4.04 -1.13 -4.08
C -3.54 0.28 -1.96
C -3.39 -1.36 -4.03
C 3.01 -1.49 -4.02
C -3.43 1.41 -4.27
P 0.30 -0.02 2.29
H 1.76 1.31 5.42
P -2.45 0.09 -3.43
H 0.07 -1.98 5.00
H 4.12 0.86 -4.14
H 2.67 -1.34 3.83
H 0.15 -3.75 2.43
H -3.04 1.73 2.98
I -0.09 -0.55 -0.24
H -3.23 -2.16 -3.30
C -0.74 -1.83 4.27
C -0.24 -1.71 2.83
H -3.40 -0.48 -1.19
H 2.94 -2.28 -3.26
H -4.56 0.24 -2.34
C -1.05 1.30 2.26
I 0.25 2.00 -1.41
H -3.07 -1.72 -5.02
H -0.11 2.87 3.46
H 0.76 -0.10 5.35
P 2.03 -0.03 -3.46
H 3.04 2.17 -3.58
H -4.46 -1.09 -4.03
H -1.11 -1.87 2.18
H -1.15 3.47 2.21
H -1.34 -0.97 4.58
H 2.84 1.51 -5.22
C -2.22 1.03 3.20
C -0.43 2.68 2.43
H 2.89 -0.76 -1.29
H -4.48 1.10 -4.27
H 1.16 -2.72 1.45
H -3.06 1.62 -5.28
H -1.39 1.27 1.21
H 0.41 2.83 1.74
```

Here are the Mulliken charges for atoms 1 to 6, given in e:
1 H 0.468
2 H 0.446
3 H 0.404
4 H 0.446
5 H 0.340
6 C -1.344

***

No. 8
Here is a molecular structure, C4H13N3S in a non-equilibrium geometry from the OMol25 dataset. Energies are from wB97M-V/def2-TZVPD.

E_HOMO (alpha / beta): -13.04 / -13.03 eV
total energy: -19654.85868 eV
orbital gap (alpha / beta): 0.374 / 0.204 Ha
multiplicity: 2
⟨S²⟩: 0.75
net charge: +1
ΔE to the lowest compared entry with this formula, charge and spin: 46.7 kcal per mole

```
21
C4H13N3S (wB97M-V/def2-TZVPD)
H -2.53 -0.56 -1.66
S -2.21 0.97 0.13
H -0.15 -0.49 -2.58
H 2.30 -0.01 -0.52
H -0.96 -1.07 2.18
N 0.40 1.20 -1.45
H 0.63 1.95 -2.08
C 1.20 -0.98 0.82
C -1.66 -0.22 -1.11
H -0.62 0.08 3.26
N -0.57 -0.12 2.26
H 1.50 0.45 2.35
H 0.59 -1.85 0.59
H -1.39 0.41 1.38
N 2.41 -0.83 0.08
C -0.63 0.35 -2.08
H 3.18 -0.64 0.68
H -1.14 0.93 -2.87
C 0.82 -0.18 1.82
H 0.03 1.67 -0.63
H -1.22 -1.06 -0.57
```

Here are the Mulliken charges for atoms 1 to 6, given in e:
1 H 0.408
2 S -0.041
3 H 0.269
4 H 0.276
5 H 0.411
6 N -0.458

***

No. 9
Here is a molecular structure, C11H21LuN5O2S from the OMol25 dataset. Energies are from wB97M-V/def2-TZVPD.

E_HOMO: -11.69 eV
total energy: -67741.10333 eV
orbital gap: 0.325 Ha
net charge: +1

```
41
C11H21LuN5O2S (wB97M-V/def2-TZVPD)
C 1.71 2.30 2.94
H 0.29 -5.06 0.15
H -2.88 5.37 1.20
C 2.56 1.10 0.73
H -1.44 5.86 0.37
O -0.90 1.68 1.47
H 4.19 -0.24 0.94
H 1.17 -3.52 0.11
H -3.47 1.20 0.00
C 0.18 -3.98 0.10
S -0.84 3.82 -1.32
H 2.51 3.04 2.80
C -0.75 -2.15 -1.24
H 0.32 -5.17 -2.36
N 0.35 1.23 1.20
H 4.00 0.90 2.28
H 2.03 1.63 3.74
H -3.53 1.94 -1.48
H -0.36 -3.65 0.99
H 2.79 0.48 -2.18
C -2.10 4.04 -0.17
C 0.20 -4.08 -2.41
H 0.80 2.80 3.25
N -3.02 1.89 -0.60
H -2.55 -3.97 -0.30
C 1.48 1.54 1.68
H -3.86 3.34 0.63
N -3.07 3.14 0.04
C 3.93 0.79 1.21
O 3.19 0.57 -1.31
N 2.17 1.03 -0.49
Lu -0.65 1.19 -0.62
H -1.84 -5.36 -1.13
C -0.89 -0.94 -1.29
H -0.33 -3.83 -3.33
H 1.19 -3.63 -2.44
C -1.97 -4.28 -1.17
H 4.67 1.44 0.73
N -2.16 5.17 0.52
H -2.53 -4.03 -2.07
C -0.59 -3.61 -1.17
```

Here are the Mulliken charges for atoms 1 to 6, given in e:
1 C -1.489
2 H 0.382
3 H 0.207
4 C 0.522
5 H 0.214
6 O -0.772

***

No. 10
Here is C5H6O in the gas phase in a non-equilibrium geometry from the OMol25 dataset. Energies are from wB97M-V/def2-TZVPD.

E_HOMO (alpha / beta): -7.23 / -6.86 eV
total energy: -7324.40876 eV
orbital gap (alpha / beta): 0.292 / 0.260 Ha
net charge: 0
ΔE to the lowest compared entry with this formula, charge and spin: 112.4 kcal per mole

```
12
C5H6O (wB97M-V/def2-TZVPD)
H -2.42 -2.60 0.67
C -1.34 -0.63 0.91
C 1.36 0.45 -0.27
H -0.09 0.94 1.74
C -2.00 -1.63 0.77
O 2.08 -0.41 -1.02
H -0.27 1.93 -0.42
C 0.01 0.91 -0.52
H 1.61 -0.74 -1.80
C -0.49 0.47 0.86
H -0.44 0.41 -1.39
H 2.00 0.89 0.47
```

Here are the Mulliken charges for atoms 1 to 6, given in e:
1 H 0.417
2 C -0.444
3 C -0.084
4 H 0.418
5 C 0.080
6 O -0.460